1.
{
  "formula": "C37H43ClN5O2STi",
  "method": "wB97M-V/def2-TZVPD",
  "species": ["Ti", "C", "C", "C", "C", "C", "C", "C", "C", "N", "C", "C", "C", "C", "N", "C", "C", "C", "C", "C", "C", "C", "C", "H", "H", "H", "H", "H", "H", "H", "H", "H", "H", "H", "H", "H", "H", "H", "H", "H", "H", "H", "H", "H", "H", "H", "H", "N", "C", "S", "C", "C", "C", "N", "C", "C", "H", "H", "H", "H", "H", "H", "Cl", "C", "C", "C", "C", "C", "C", "C", "O", "O", "H", "H", "H", "H", "C", "C", "C", "C", "N", "H", "H", "H", "H", "H", "H", "H", "H", "H"],
  "xyz": [[0.26928, 0.15650, -0.47416], [0.33365, 4.00264, -1.65737], [-0.92123, 3.89558, -0.84512], [-2.03170, 4.68359, -1.12321], [-3.14914, 4.64754, -0.30248], [-3.14253, 3.85087, 0.82929], [-2.04574, 3.05080, 1.14257], [-2.03826, 2.27364, 2.42771], [-0.95580, 3.04133, 0.26500], [0.12048, 2.13211, 0.47341], [1.14687, 2.47383, 1.24238], [1.25793, 3.80466, 1.93013], [2.11255, 1.47047, 1.48290], [3.29826, 1.76561, 2.35723], [1.91058, 0.28012, 0.89665], [2.65684, -0.84727, 1.33899], [2.44255, -1.37446, 2.61568], [1.53619, -0.71571, 3.62155], [3.11370, -2.54061, 2.98069], [3.99073, -3.16441, 2.11236], [4.22356, -2.60868, 0.86227], [3.57242, -1.44911, 0.46134], [3.88182, -0.82810, -0.86791], [0.14047, 4.46032, -2.62889], [0.78560, 3.02299, -1.79790], [1.06524, 4.62640, -1.13226], [-2.01353, 5.32981, -1.99411], [-4.01806, 5.24926, -0.54063], [-4.00253, 3.83500, 1.49005], [-2.99741, 1.78492, 2.60269], [-1.85210, 2.95104, 3.26668], [-1.26690, 1.50839, 2.43717], [0.49982, 4.50008, 1.57364], [2.23956, 4.25472, 1.76723], [1.13085, 3.69689, 3.01123], [3.87789, 2.59842, 1.95012], [3.95660, 0.90242, 2.43504], [2.99670, 2.05307, 3.36853], [0.83177, -0.02477, 3.16362], [2.12008, -0.14649, 4.35078], [0.96674, -1.46519, 4.17284], [2.93140, -2.96142, 3.96389], [4.49952, -4.07265, 2.41192], [4.92187, -3.07848, 0.17838], [4.42521, 0.11286, -0.73617], [2.97918, -0.58093, -1.42374], [4.50250, -1.49698, -1.46672], [-6.34535, -0.69601, 2.21839], [-5.11338, -1.02099, 2.79074], [-5.09141, -1.62348, 4.36548], [-3.96244, -0.75631, 2.00677], [-2.65575, -1.14979, 2.41889], [-1.57129, -0.85395, 1.65172], [-1.63286, -0.17595, 0.47058], [-2.86947, 0.16496, 0.04379], [-4.01462, -0.09135, 0.74245], [-7.11135, -1.07886, 2.74719], [-6.42311, -0.86734, 1.22471], [-2.53744, -1.68902, 3.34774], [-0.58250, -1.17865, 1.95411], [-2.91260, 0.68578, -0.90609], [-4.94534, 0.27186, 0.32577], [-0.64501, -8.15745, -2.29451], [-0.54257, -6.44006, -1.98946], [0.41025, -5.97027, -1.10143], [0.48916, -4.60654, -0.86449], [-0.37728, -3.73511, -1.51222], [-1.32787, -4.22746, -2.39773], [-1.41690, -5.58833, -2.64396], [-0.29046, -2.26096, -1.27020], [-1.03851, -1.46168, -1.84877], [0.60295, -1.86542, -0.43798], [1.07563, -6.66394, -0.60610], [1.22290, -4.20388, -0.17785], [-1.99426, -3.52790, -2.88516], [-2.15070, -5.98868, -3.32977], [1.17279, -0.71738, -4.01975], [0.93268, 0.68939, -3.45104], [-0.38865, 1.23392, -3.99720], [2.10247, 1.57976, -3.88702], [0.87637, 0.61881, -2.00408], [1.36476, -0.67348, -5.09730], [0.30749, -1.35361, -3.84461], [2.04046, -1.17383, -3.53906], [-0.39000, 1.22465, -5.09247], [-0.55925, 2.25886, -3.66144], [-1.21305, 0.61336, -3.64421], [2.14298, 1.65128, -4.97855], [3.04612, 1.15688, -3.53479], [2.01291, 2.58751, -3.48437]],
  "forces_ev_per_a": [[0.47, 0.43, -0.87], [0.04, 0.03, -0.03], [-0.09, 0.04, 0.02], [0.05, -0.03, -0.01], [-0.02, 0.01, -0.01], [0.01, 0.00, 0.02], [-0.03, 0.05, -0.04], [0.03, 0.04, 0.07], [0.06, -0.16, 0.02], [0.05, 0.09, 0.06], [0.02, -0.19, 0.14], [0.01, 0.10, -0.05], [0.01, 0.15, -0.09], [0.04, -0.04, 0.02], [-0.02, -0.10, 0.16], [-0.02, 0.14, -0.23], [0.05, -0.12, 0.05], [-0.06, 0.00, 0.03], [-0.01, 0.01, 0.01], [0.01, 0.00, 0.02], [-0.04, 0.03, -0.02], [0.00, -0.08, 0.11], [0.05, 0.04, -0.05], [-0.01, 0.00, 0.01], [0.01, -0.05, 0.00], [0.01, -0.01, -0.02], [0.00, 0.00, 0.01], [0.01, 0.00, 0.01], [0.01, 0.00, -0.01], [0.02, 0.03, -0.01], [-0.01, 0.00, 0.01], [-0.02, 0.08, 0.01], [-0.01, -0.02, -0.02], [0.00, -0.01, -0.01], [-0.01, -0.01, 0.00], [0.00, 0.00, 0.00], [-0.01, 0.01, -0.01], [-0.02, -0.01, -0.01], [0.00, 0.00, -0.02], [0.01, -0.01, -0.01], [0.01, 0.00, 0.01], [0.01, 0.00, -0.01], [-0.01, 0.00, -0.02], [0.00, -0.01, 0.02], [-0.01, -0.01, 0.01], [-0.10, -0.01, -0.01], [-0.01, 0.02, 0.01], [0.02, 0.00, -0.07], [0.04, 0.09, -0.08], [-0.01, -0.04, 0.05], [-0.02, -0.06, 0.03], [0.04, -0.01, -0.02], [-0.14, -0.14, -0.02], [-0.19, -0.04, 0.12], [0.02, 0.02, -0.01], [0.02, 0.02, -0.10], [-0.06, -0.03, 0.03], [0.00, 0.01, 0.06], [0.00, 0.00, 0.01], [0.02, -0.01, 0.01], [0.00, 0.00, -0.01], [0.02, -0.02, 0.05], [0.00, 0.04, 0.01], [-0.01, -0.09, -0.02], [0.00, 0.02, 0.00], [0.02, -0.03, 0.00], [-0.07, 0.04, -0.07], [0.01, -0.02, 0.00], [0.01, 0.04, 0.01], [0.12, 0.02, 0.10], [0.00, -0.13, 0.00], [0.03, -0.10, 0.12], [0.00, 0.01, 0.00], [-0.01, 0.01, 0.00], [0.01, 0.00, 0.01], [0.00, 0.00, 0.01], [0.03, -0.03, -0.07], [0.08, -0.16, 0.21], [-0.05, 0.05, -0.10], [0.05, 0.03, -0.05], [-0.41, 0.03, 0.34], [-0.03, 0.03, 0.03], [-0.02, 0.00, 0.02], [0.01, 0.01, 0.01], [0.01, 0.02, 0.02], [0.02, -0.02, 0.02], [0.01, -0.03, 0.01], [0.00, -0.02, 0.02], [-0.02, 0.00, 0.02], [-0.03, 0.03, 0.03]],
  "mulliken_charge": [-0.609, -0.889, 1.639, -1.099, -0.953, -0.928, 1.427, -1.555, -1.959, 1.432, 0.695, -2.291, 1.180, -2.521, 1.603, -0.765, 1.764, -1.732, -0.981, -1.009, -1.029, 1.450, -1.094, 0.515, -0.489, 0.395, 0.425, 0.395, 0.461, 0.498, 0.491, -0.092, 0.478, 0.434, 0.355, 0.538, 0.440, 0.306, -0.115, 0.394, 0.548, 0.464, 0.403, 0.389, 0.284, -0.125, 0.472, -0.426, 0.163, -0.510, 0.798, -0.958, -1.051, 1.383, -1.178, -1.211, 0.249, 0.176, 0.447, 0.597, 0.502, 0.326, -0.241, 0.500, -0.966, -0.086, -0.212, -0.230, -0.900, 0.926, -0.726, -0.102, 0.435, 0.450, 0.442, 0.411, -1.577, 1.398, -1.428, -1.526, 0.756, 0.522, 0.167, 0.228, 0.459, 0.161, 0.212, 0.450, 0.263, 0.266],
  "charge": -1,
  "s2": 2.025,
  "e_homo_ev": [-2.8, -4.9],
  "multiplicity": 3,
  "gap_ev": [5.21, 7.18],
  "e_tot_ev": -97091.8283
}

2.
{
  "formula": "C34H36IrN8O3P",
  "method": "wB97M-V/def2-TZVPD",
  "species": ["Ir", "N", "C", "C", "C", "C", "C", "C", "C", "C", "C", "C", "C", "C", "N", "C", "C", "C", "C", "N", "H", "H", "H", "H", "H", "H", "H", "H", "H", "H", "O", "C", "C", "C", "C", "N", "C", "C", "C", "C", "C", "C", "O", "C", "C", "N", "H", "H", "H", "H", "H", "H", "H", "H", "H", "H", "H", "H", "O", "H", "H", "C", "N", "C", "N", "C", "N", "C", "P", "C", "C", "H", "H", "H", "H", "H", "H", "H", "H", "H", "H", "H", "H"],
  "xyz": [[-0.31925, 0.30097, 0.46761], [-7.16444, 3.31651, -6.70900], [-6.41156, 2.98195, -5.91030], [-5.47843, 2.56891, -4.91397], [-4.18574, 2.18170, -5.28483], [-3.28304, 1.80326, -4.31535], [-3.66031, 1.77743, -2.96915], [-4.95729, 2.15358, -2.60654], [-5.85850, 2.55859, -3.56631], [-2.67946, 1.36225, -1.93925], [-2.98822, 0.23543, -1.16010], [-4.13059, -0.58312, -1.28888], [-4.03734, -1.59015, -0.35030], [-2.83529, -1.37337, 0.32030], [-2.18945, -0.28475, -0.13949], [-1.52222, 2.12056, -1.82074], [-1.22684, 3.33870, -2.48425], [-0.00384, 3.77210, -2.02960], [0.42647, 2.82006, -1.09470], [-0.47177, 1.83530, -0.94631], [-3.91236, 2.18825, -6.33057], [-2.27985, 1.50179, -4.58976], [-5.24034, 2.14934, -1.56136], [-6.85807, 2.87070, -3.29837], [-4.91742, -0.44382, -2.01072], [-4.73107, -2.39376, -0.16791], [-2.41866, -1.97882, 1.09867], [-1.86561, 3.83041, -3.19879], [0.53232, 4.66266, -2.31158], [1.35643, 2.83830, -0.55043], [6.51636, 0.79912, 0.82400], [5.76625, 1.70176, 1.59134], [4.31258, 1.43462, 1.33700], [3.31718, 2.08707, 2.06904], [1.99521, 1.80521, 1.81033], [1.62279, 0.93479, 0.85596], [2.57195, 0.31826, 0.12452], [3.91932, 0.53358, 0.35470], [2.04052, -0.60102, -0.89975], [2.79644, -1.15861, -1.90844], [2.20349, -2.03479, -2.81454], [3.02278, -2.65280, -3.90949], [4.15608, -1.84592, -4.10205], [0.84829, -2.31331, -2.66602], [0.13364, -1.70524, -1.65609], [0.71671, -0.86435, -0.78558], [7.45869, 0.95577, 0.95383], [5.97191, 2.74571, 1.32160], [5.96493, 1.60124, 2.66501], [3.56831, 2.81142, 2.83356], [1.19995, 2.28499, 2.36518], [4.67632, 0.01465, -0.21567], [3.83970, -0.90400, -2.03213], [2.41427, -2.75076, -4.81381], [3.29521, -3.66746, -3.58826], [4.73819, -2.24460, -4.75870], [0.33733, -2.98160, -3.34649], [-0.92821, -1.86641, -1.53576], [-1.31381, 1.74368, 1.79760], [-1.20308, 2.67215, 1.53512], [-2.27263, 1.60411, 1.85903], [1.22689, -3.55273, 3.94202], [1.89940, -2.26559, 3.94981], [1.45451, -1.48654, 5.10711], [0.00322, -1.27177, 5.09116], [-0.68058, -2.55582, 5.09798], [-0.21964, -3.28559, 3.90584], [-0.71907, -2.77569, 2.66069], [-0.00573, -1.05423, 2.35890], [1.76800, -1.53550, 2.70252], [-0.43416, -0.36941, 4.04321], [1.46758, -4.10236, 4.85064], [1.52650, -4.13770, 3.07373], [1.95719, -0.52026, 5.10844], [1.72109, -2.02421, 6.01668], [-1.76035, -2.41743, 5.07124], [-0.40610, -3.11597, 5.99005], [-1.80539, -2.71115, 2.70746], [-0.43002, -3.42467, 1.83023], [2.37215, -0.62861, 2.75315], [2.14033, -2.13900, 1.87098], [-1.51068, -0.20131, 4.11204], [0.05994, 0.59735, 4.15309]],
  "forces_ev_per_a": [[-0.26, 1.31, 0.47], [-0.03, 0.01, -0.04], [-0.23, 0.09, -0.24], [0.43, -0.18, 0.47], [-0.43, 0.15, -0.07], [0.17, -0.09, 0.34], [-0.15, 0.07, -0.15], [0.31, -0.13, 0.19], [-0.05, 0.07, -0.46], [-0.14, 0.14, -0.20], [0.00, -0.13, 0.11], [0.10, 0.15, -0.15], [0.18, -0.12, 0.17], [-0.30, -0.01, -0.12], [0.02, -0.15, 0.33], [0.00, -0.01, 0.08], [-0.02, -0.07, -0.01], [0.09, -0.08, 0.11], [0.04, 0.17, -0.13], [0.31, -0.55, 0.25], [0.04, -0.01, 0.00], [-0.01, 0.01, -0.06], [-0.05, 0.01, -0.02], [0.00, 0.00, 0.04], [0.00, 0.02, -0.01], [-0.02, 0.02, -0.02], [0.05, -0.04, 0.04], [-0.03, -0.01, 0.01], [-0.01, 0.00, -0.02], [-0.03, 0.00, -0.01], [0.01, -0.01, 0.03], [0.06, 0.02, -0.01], [0.00, 0.02, 0.01], [0.01, 0.01, -0.02], [0.06, -0.01, -0.10], [0.12, -0.08, 0.35], [-0.09, 0.06, -0.09], [-0.01, 0.05, -0.07], [0.01, -0.06, 0.05], [0.01, 0.01, 0.02], [-0.03, -0.01, -0.03], [0.04, -0.04, 0.00], [0.03, -0.03, 0.02], [0.10, -0.02, 0.05], [0.04, -0.01, -0.02], [-0.16, -0.13, -0.47], [-0.02, 0.01, -0.02], [-0.02, 0.00, 0.00], [-0.02, -0.01, 0.00], [0.00, -0.01, 0.01], [-0.02, 0.01, 0.01], [-0.01, 0.01, -0.01], [-0.01, -0.02, 0.03], [-0.01, 0.06, -0.01], [-0.03, -0.01, -0.02], [-0.01, 0.01, 0.00], [-0.02, 0.01, 0.00], [0.00, 0.02, 0.00], [-0.03, -0.17, -0.04], [0.01, -0.05, -0.17], [-0.01, -0.02, -0.10], [0.27, -0.41, 0.05], [-0.07, 0.14, 0.04], [-0.05, -0.02, -0.05], [0.20, -0.10, -0.22], [-0.34, -0.12, 0.44], [0.32, 0.88, -0.20], [-0.19, -0.39, 0.09], [0.30, 0.06, -0.29], [-0.24, -0.11, -0.08], [-0.16, -0.14, -0.21], [-0.06, 0.01, 0.00], [-0.09, 0.00, -0.01], [0.02, -0.01, 0.02], [-0.02, 0.01, 0.01], [0.01, -0.06, -0.07], [0.01, -0.02, -0.04], [0.00, 0.00, 0.10], [0.05, 0.01, 0.03], [0.02, -0.01, 0.02], [0.03, 0.01, 0.01], [0.01, 0.02, 0.03], [0.01, 0.02, 0.03]],
  "mulliken_charge": [0.207, -0.412, -0.204, 0.517, -0.934, -0.308, 0.203, -0.339, -0.878, 1.548, 0.076, -0.854, -1.370, -0.151, 0.735, -0.260, -0.766, -1.453, -0.355, 0.553, 0.488, 0.557, 0.543, 0.491, 0.638, 0.530, -0.089, 0.635, 0.518, 0.517, -0.505, -0.637, -0.204, -1.195, -0.347, 0.257, 0.999, -0.289, 0.090, -0.438, 0.071, -0.691, -0.505, -1.032, -0.209, 0.188, 0.345, 0.376, 0.372, 0.543, 0.402, 0.683, 0.663, 0.388, 0.332, 0.334, 0.530, 0.530, -0.493, 0.342, 0.338, -0.679, 0.182, -0.902, 0.267, -0.730, 0.405, -1.519, 1.714, -1.051, -1.284, 0.344, 0.362, 0.380, 0.315, 0.345, 0.324, 0.697, 0.446, 0.417, 0.525, 0.455, 0.370],
  "charge": 3,
  "s2": 0.757,
  "e_homo_ev": [-15.3, -15.3],
  "multiplicity": 2,
  "gap_ev": [6.64, 3.55],
  "e_tot_ev": -66009.1676
}

3.
{
  "formula": "CH5NO4",
  "method": "wB97M-V/def2-TZVPD",
  "species": ["C", "O", "H", "H", "H", "H", "O", "O", "N", "O", "H"],
  "xyz": [[1.34931, -0.89025, 0.73477], [1.54506, -0.80004, -0.65594], [0.74468, -1.09275, -1.09577], [1.14057, -1.91106, 1.05648], [2.26575, -0.54935, 1.20885], [0.49967, -0.25242, 1.05897], [-1.34230, 0.79450, 0.02143], [-2.07500, 2.00977, 0.18041], [-1.50859, 0.58523, -1.39035], [-1.20514, -0.50791, -1.69887], [-1.41400, 2.61426, 0.58002]],
  "forces_ev_per_a": [[-0.59, 0.35, 0.34], [0.22, 0.04, -0.32], [-0.04, -0.08, -0.02], [0.06, -0.14, 0.05], [0.00, 0.02, 0.07], [0.56, -0.30, 0.00], [-0.58, 0.44, -0.75], [0.51, 0.17, 0.70], [0.30, -1.33, -0.37], [-0.20, 1.29, 0.62], [-0.23, -0.47, -0.31]],
  "mulliken_charge": [-0.402, -0.492, 0.305, 0.238, 0.229, 0.146, -0.036, -0.336, 0.356, -0.360, 0.351],
  "smiles": "O=NOO.CO",
  "e_homo_ev": -10.2,
  "gap_ev": 9.74,
  "e_tot_ev": -10792.1447
}

Energy above the lowest of the compared OMol25 structures with the same formula, charge and spin: 14.8 0.0 110.6 (kcal/mol)